Record 1
ORCA calculation (the ωB97M-V functional and the def2-TZVPD basis) on C28H28N4O2Pb as an isolated structure.

Summary:
- HOMO-LUMO gap: 6.44 eV

```
63
Properties=species:S:1:pos:R:3:forces:R:3
C 1.621 -0.605 -2.575 -0.2 -0.5 -3.8
C -1.671 -1.316 -4.742 1.4 0.5 -2.8
H 2.135 0.309 -2.916 -0.4 -0.4 0.7
H 1.519 -1.188 -3.511 1.0 -0.1 -0.4
H 2.194 -1.283 -1.936 -1.0 0.6 0.6
H -2.147 -0.737 -5.550 -0.1 0.0 0.6
H -0.661 -1.449 -5.157 0.1 -0.1 -0.6
H -2.018 -2.368 -4.732 -0.3 0.9 1.0
C 0.716 2.829 -1.327 0.4 0.7 0.0
C 1.038 4.089 -0.798 -1.2 -0.2 0.0
C -0.017 4.944 -0.439 0.0 -0.9 -0.4
C -1.327 4.491 -0.609 0.1 -1.0 -0.4
H 1.508 2.124 -1.573 -0.1 0.1 0.0
H 2.069 4.363 -0.680 0.2 0.1 0.1
H 0.166 5.928 -0.037 0.1 0.1 0.0
H -2.188 5.096 -0.335 0.4 0.0 0.0
N -0.525 2.415 -1.544 -0.5 0.1 0.2
C -1.548 3.193 -1.147 0.7 0.8 0.2
C -2.914 2.597 -1.224 -0.8 -0.1 0.1
N -2.999 1.371 -1.775 -0.2 0.0 0.2
C -4.166 0.729 -1.708 -0.5 0.5 0.2
C -5.268 2.596 -0.666 0.1 -0.1 -0.1
C -5.335 1.304 -1.170 0.6 -0.4 -0.3
H -4.176 -0.295 -2.086 0.0 0.3 0.0
H -6.248 0.713 -1.152 0.1 0.2 0.0
C -4.045 3.250 -0.667 1.0 -0.5 -0.4
H -3.918 4.234 -0.225 -0.3 -0.2 -0.1
H -6.149 3.091 -0.262 0.1 -0.1 0.0
Pb -0.642 -0.556 -2.899 -1.9 -1.7 3.4
C -2.337 -2.220 -2.110 0.8 0.7 1.4
H -3.203 -2.326 -2.766 0.5 0.2 -0.5
H -2.686 -1.769 -1.184 0.0 0.1 0.0
H -1.966 -3.199 -1.796 0.3 0.0 -0.3
O -2.175 -0.753 0.642 1.5 -0.3 0.0
C -0.952 -0.905 0.629 0.0 -0.3 0.8
N -0.202 -1.473 1.691 -1.2 0.2 -0.9
C 1.201 -1.134 1.556 -0.2 0.5 0.3
C 1.152 -0.371 0.204 1.2 1.0 -0.7
O 2.128 0.272 -0.251 -1.4 -1.0 1.1
N -0.053 -0.551 -0.378 -0.9 0.7 0.7
C 1.625 -0.293 2.754 0.0 -0.3 -0.1
C 1.846 1.081 2.687 0.1 0.1 0.4
C 2.168 1.781 3.864 -0.1 -0.5 -0.2
C 2.256 1.102 5.084 0.0 0.3 -0.1
C 2.009 -0.269 5.141 -0.1 -0.2 -0.2
C 1.699 -0.972 3.977 0.1 0.6 0.3
C 2.069 -2.352 1.307 0.1 0.0 0.0
C 3.400 -2.408 1.727 -0.1 -0.3 -0.3
C 4.192 -3.498 1.358 -0.2 0.2 0.0
C 3.674 -4.498 0.537 -0.2 -0.2 -0.2
C 2.341 -4.434 0.106 -0.1 0.4 0.3
C 1.528 -3.368 0.519 0.5 -0.6 -0.2
H -0.672 -1.545 2.580 0.2 0.1 0.1
H 1.787 1.598 1.724 0.1 -0.2 0.4
H 2.348 2.853 3.804 0.0 -0.2 0.1
H 2.518 1.650 5.992 -0.1 -0.2 -0.3
H 2.060 -0.813 6.084 0.0 0.2 -0.2
H 1.523 -2.047 4.015 0.1 0.2 0.0
H 3.806 -1.599 2.330 0.0 -0.2 -0.1
H 5.219 -3.550 1.714 -0.2 0.0 -0.1
H 4.303 -5.338 0.224 -0.2 0.3 0.2
H 1.914 -5.198 -0.546 0.2 0.1 0.2
H 0.477 -3.321 0.222 0.4 0.0 0.1
```
Forces are in eV/Å.



Record 2
ORCA calculation (the ωB97M-V functional and the def2-TZVPD basis) on C28H28N4O2RuS2 as an isolated structure.

Summary:
- 2S+1: 2
- Charge: +1
- HOMO-LUMO gap (alpha / beta): 6.52 / 7.06 eV
- <S²>: 0.757

```
65
Properties=species:S:1:pos:R:3:forces:R:3
Ru -2.416 -0.986 1.382 -0.7 -0.3 0.2
C -4.340 -0.354 2.224 0.0 0.2 -0.2
C -4.531 -1.596 1.584 -0.2 -0.2 -0.2
C -3.772 -2.572 2.282 -0.1 -0.5 -0.1
C -3.097 -1.926 3.332 0.6 -0.5 0.3
C -3.422 -0.563 3.307 0.2 0.5 0.0
H -4.802 0.580 1.946 0.0 0.0 0.0
H -5.147 -1.780 0.718 0.0 0.0 0.0
H -3.661 -3.614 2.030 0.0 0.0 0.0
H -2.427 -2.394 4.035 0.0 0.0 0.0
H -3.078 0.174 4.014 0.0 0.1 -0.1
S -0.074 -1.241 1.466 0.1 0.1 0.2
C 0.545 0.206 0.898 -0.3 0.2 -0.2
N 1.838 0.459 0.781 0.0 -0.1 0.1
C 2.320 1.757 0.318 0.0 0.0 0.0
C 1.418 2.271 -0.771 0.0 0.0 0.0
N 0.029 2.250 -0.314 -0.1 0.1 0.0
C -0.828 3.312 -0.864 0.0 0.0 0.0
C -0.511 4.645 -0.237 0.0 0.0 0.0
C -0.679 4.833 1.133 0.0 0.0 0.0
C -0.373 6.054 1.710 0.0 0.0 0.0
C 0.098 7.099 0.923 0.0 0.0 0.0
C 0.264 6.918 -0.440 0.0 0.0 0.0
C -0.037 5.691 -1.018 0.0 0.0 0.0
C -0.419 1.301 0.480 0.3 -0.4 0.1
S -2.000 1.235 1.048 0.3 0.7 -0.1
C 2.878 -0.509 1.160 0.0 0.0 0.0
C 3.592 -1.023 -0.065 0.0 0.0 0.0
C 4.956 -0.824 -0.226 0.0 0.0 0.0
C 5.602 -1.290 -1.365 0.0 0.0 0.0
C 4.882 -1.948 -2.348 0.0 0.0 0.0
C 3.515 -2.148 -2.192 0.0 0.0 0.0
C 2.872 -1.690 -1.055 0.0 0.0 0.0
H 3.326 1.617 -0.073 0.0 0.0 0.0
H 2.362 2.455 1.159 0.0 0.0 0.0
H 1.505 1.666 -1.678 0.0 0.0 0.0
H 1.670 3.304 -1.008 0.0 0.0 0.0
H -1.865 3.021 -0.709 0.0 0.0 0.0
H -0.639 3.341 -1.939 0.0 0.0 0.0
H -1.059 4.026 1.749 0.0 0.0 0.0
H -0.510 6.197 2.774 0.0 0.0 0.0
H 0.332 8.053 1.375 0.0 0.0 0.0
H 0.627 7.729 -1.056 0.0 0.0 0.0
H 0.090 5.552 -2.085 0.0 0.0 0.0
H 2.407 -1.316 1.716 0.0 0.0 0.0
H 3.572 0.004 1.828 0.0 0.0 0.0
H 5.521 -0.311 0.543 0.0 0.0 0.0
H 6.666 -1.136 -1.482 0.0 0.0 0.0
H 5.384 -2.311 -3.235 0.0 0.0 0.0
H 2.954 -2.669 -2.957 0.0 0.0 0.0
H 1.808 -1.858 -0.930 0.0 0.0 0.0
C -1.264 -6.249 -1.488 0.0 0.0 0.0
N -1.537 -4.821 -1.363 0.0 0.0 0.1
C -1.649 -4.026 -2.455 0.0 0.1 -0.1
C -1.930 -2.708 -2.369 0.0 0.0 0.0
C -2.094 -2.187 -1.047 -0.1 0.3 -0.4
O -2.301 -0.952 -0.784 0.0 0.0 0.0
N -2.023 -2.978 0.005 0.1 -0.3 0.3
C -1.754 -4.311 -0.072 -0.1 -0.1 0.1
O -1.704 -5.046 0.898 0.0 0.0 0.0
H -0.788 -6.433 -2.448 0.0 0.0 0.0
H -2.185 -6.825 -1.417 0.0 0.0 0.0
H -0.605 -6.555 -0.682 0.0 0.0 0.0
H -1.496 -4.522 -3.405 0.0 0.0 0.0
H -2.018 -2.079 -3.240 0.0 0.0 0.0
```
Forces are in eV/Å.



Record 3
ORCA calculation (the ωB97M-V functional and the def2-TZVPD basis) on one molecule with the formula C28H28N4O3.

Summary:
- HOMO-LUMO gap: 7.75 eV
- SMILES: COc1ccc(Nc2ncc(C(=O)N3CCN(c4ccccc4OC)CC3)c3ccccc23)cc1

```
63
Properties=species:S:1:pos:R:3:forces:R:3
C 6.034 -2.135 5.217 0.0 0.2 0.1
O 5.788 -3.402 4.658 -0.1 -0.3 -0.1
C 4.841 -3.509 3.683 -0.1 -0.1 -0.1
C 4.636 -4.792 3.170 0.1 0.2 0.2
C 3.711 -5.010 2.175 0.0 0.2 -0.1
C 2.961 -3.953 1.656 0.3 0.3 0.4
N 2.028 -4.223 0.653 0.0 -0.6 -0.1
C 1.394 -3.339 -0.182 -0.5 0.0 -0.3
N 0.136 -3.640 -0.436 0.5 -0.3 0.5
C -0.585 -2.841 -1.225 0.0 0.7 -0.4
C -0.112 -1.672 -1.765 0.0 -0.5 0.0
C -1.001 -0.821 -2.613 0.0 0.0 0.1
O -1.373 -1.180 -3.715 -0.1 -0.2 -0.2
N -1.350 0.377 -2.083 0.0 0.2 0.0
C -1.112 0.792 -0.722 -0.1 0.0 0.5
C -2.462 0.929 0.008 0.3 0.0 0.1
N -3.381 1.801 -0.683 -0.3 -0.2 0.2
C -3.403 3.165 -0.400 -0.1 0.1 0.0
C -2.401 3.796 0.333 -0.1 -0.1 -0.1
C -2.471 5.139 0.666 0.0 0.2 0.0
C -3.549 5.894 0.258 0.1 0.0 0.1
C -4.571 5.291 -0.462 -0.2 0.0 -0.1
C -4.523 3.945 -0.780 -0.1 0.0 -0.1
O -5.533 3.294 -1.445 0.5 -0.1 0.3
C -6.706 4.003 -1.756 -0.2 0.1 -0.1
C -3.595 1.336 -2.038 0.2 0.1 -0.5
C -2.264 1.246 -2.795 -0.4 0.0 -0.3
C 1.267 -1.369 -1.600 -0.1 -0.3 0.3
C 1.879 -0.269 -2.234 0.2 0.1 0.0
C 3.228 -0.069 -2.132 -0.3 0.1 -0.1
C 4.023 -0.970 -1.412 0.1 -0.2 0.2
C 3.455 -2.037 -0.768 0.2 0.0 -0.1
C 2.064 -2.243 -0.815 -0.3 0.2 -0.2
C 3.146 -2.682 2.189 -0.2 -0.3 -0.1
C 4.081 -2.458 3.185 0.3 0.0 0.3
H 6.380 -1.422 4.461 0.0 0.0 0.0
H 5.144 -1.735 5.715 0.0 0.0 0.0
H 6.820 -2.286 5.955 -0.1 0.1 0.0
H 5.220 -5.604 3.572 0.1 -0.1 0.0
H 3.560 -6.006 1.786 0.0 -0.1 -0.1
H 1.497 -5.076 0.779 0.0 0.2 0.0
H -1.606 -3.159 -1.390 -0.1 0.1 -0.1
H -0.485 0.061 -0.212 0.0 0.1 0.0
H -0.591 1.757 -0.739 0.0 -0.1 0.1
H -2.313 1.276 1.031 0.0 0.0 0.0
H -2.926 -0.064 0.049 0.1 0.0 0.0
H -1.538 3.237 0.657 0.1 -0.1 0.0
H -1.672 5.588 1.236 0.1 0.0 0.0
H -3.613 6.943 0.500 0.0 0.1 0.0
H -5.419 5.889 -0.757 -0.1 0.0 0.0
H -7.370 3.275 -2.221 0.0 0.1 0.0
H -6.513 4.817 -2.463 0.0 0.0 0.1
H -7.185 4.406 -0.858 0.0 0.0 0.0
H -4.275 2.003 -2.559 0.0 -0.1 0.0
H -4.047 0.340 -1.990 0.0 0.0 -0.1
H -2.412 0.826 -3.792 0.0 0.1 0.1
H -1.815 2.244 -2.877 0.0 0.0 0.0
H 1.267 0.395 -2.826 0.0 0.1 -0.1
H 3.692 0.772 -2.627 0.0 0.1 -0.1
H 5.093 -0.825 -1.375 0.1 0.0 0.0
H 4.078 -2.740 -0.237 0.1 0.0 0.0
H 2.554 -1.856 1.826 0.0 0.1 0.0
H 4.196 -1.456 3.569 0.0 0.1 0.1
```
Forces are in eV/Å.



Record 4
ORCA calculation (the ωB97M-V functional and the def2-TZVPD basis) on C28H29BN6OOsSi as an isolated structure.

Summary:
- 2S+1: 5
- Charge: +4
- HOMO-LUMO gap (alpha / beta): 6.31 / 3.93 eV
- <S²>: 6.051

```
67
Properties=species:S:1:pos:R:3:forces:R:3
C 0.812 2.449 -1.636 0.0 -0.1 -1.0
N 0.977 1.215 -2.173 0.0 -0.8 -0.2
N 1.235 1.381 -3.528 -0.3 0.1 0.9
C 1.160 2.683 -3.827 0.2 -0.7 0.2
C 0.906 3.391 -2.660 -0.1 -0.1 0.9
B 1.465 0.148 -4.439 -0.1 0.1 0.4
N 2.524 -0.734 -3.738 0.2 -0.8 1.1
N 2.384 -1.055 -2.368 0.6 -0.5 -1.6
C 3.418 -1.895 -2.058 0.1 0.1 -1.2
C 4.163 -2.140 -3.208 0.1 -0.4 1.2
C 3.565 -1.419 -4.236 -0.8 0.9 0.6
Os 0.694 -0.711 -1.378 -1.4 3.0 -3.6
N 0.148 -0.655 -4.341 -0.6 -0.5 0.8
N -0.314 -1.073 -3.075 0.9 0.5 -1.0
C -1.457 -1.791 -3.294 0.2 0.2 -0.9
C -1.716 -1.813 -4.666 -0.3 -0.3 1.3
C -0.695 -1.096 -5.276 0.6 0.3 0.7
H -1.993 -2.232 -2.466 -0.1 0.0 -0.1
H -0.503 -0.865 -6.317 -0.1 -0.1 0.1
H -2.548 -2.288 -5.144 -0.2 -0.1 -0.1
H 1.758 0.439 -5.562 -0.1 -0.1 0.3
H 3.800 -1.322 -5.286 0.2 -0.1 0.1
H 1.314 2.989 -4.856 0.0 0.2 0.2
H 5.034 -2.771 -3.274 0.0 0.0 -0.1
H 0.805 4.451 -2.551 0.0 0.3 -0.1
H 3.498 -2.280 -1.050 0.3 0.0 -0.3
H 0.640 2.567 -0.570 -0.1 0.1 -0.4
H 0.262 -2.573 -1.044 0.0 -0.3 0.1
C 0.941 -2.619 -0.137 0.5 -0.3 0.5
H 1.700 -3.382 -0.336 -0.4 0.1 -0.1
H 1.524 -1.677 0.108 0.2 -0.7 0.7
H 0.323 -2.846 0.733 0.0 0.1 -0.1
O -0.696 0.028 -0.216 0.4 0.0 0.1
Si -0.857 0.361 1.380 -0.6 -1.2 1.1
C -2.597 0.820 1.914 -0.5 0.5 -2.9
C -2.889 0.859 3.287 -0.2 -0.1 1.1
C -4.181 1.160 3.740 -1.4 0.4 -0.2
C -5.192 1.421 2.810 0.4 -0.1 2.2
C -4.908 1.386 1.439 -0.6 0.1 -0.9
C -3.613 1.092 0.990 1.9 -0.6 0.4
C -0.535 -1.138 2.454 0.1 0.7 -0.2
C 0.612 -1.244 3.245 0.0 -0.5 0.0
C 0.851 -2.414 3.975 0.2 0.3 0.0
C -0.086 -3.451 3.968 0.0 0.1 -0.2
C -1.265 -3.318 3.228 -0.2 0.1 -0.1
C -1.493 -2.162 2.476 0.0 -0.3 0.1
C 0.266 1.728 1.985 -1.7 1.2 0.6
C 1.652 1.652 1.768 0.6 0.1 0.1
C 2.515 2.611 2.316 0.6 1.2 0.8
C 2.006 3.661 3.084 2.0 -0.8 -0.8
C 0.625 3.752 3.291 -0.5 0.8 0.6
C -0.241 2.800 2.735 -0.4 -1.9 -1.2
H -2.104 0.646 4.020 -0.2 0.0 -0.2
H -4.382 1.186 4.812 0.0 0.0 -0.4
H -6.200 1.653 3.156 0.2 -0.1 -0.1
H -5.699 1.586 0.713 0.2 0.0 0.2
H -3.387 1.065 -0.080 -0.2 0.1 0.3
H 1.311 -0.408 3.299 0.0 -0.3 0.1
H 1.773 -2.501 4.552 -0.3 -0.1 -0.1
H 0.101 -4.362 4.539 -0.1 0.3 -0.1
H -2.017 -4.108 3.233 0.2 0.2 0.1
H -2.429 -2.037 1.922 0.3 -0.2 0.1
H 2.069 0.831 1.175 0.0 0.3 0.2
H 3.588 2.514 2.142 -0.2 0.2 0.1
H 2.682 4.404 3.513 -0.2 -0.2 -0.1
H 0.217 4.565 3.894 0.1 -0.1 -0.1
H -1.318 2.884 2.897 0.4 0.1 0.0
```
Forces are in eV/Å.



| no. | E (eV) | maximum force (eV/Å) |
| --- | --- | --- |
| 1 | -44788.5918 | 4.20 |
| 2 | -63794.6057 | 0.84 |
| 3 | -41593.4215 | 0.81 |
| 4 | -51473.2237 | 4.91 |